Molecular formula: C21H23NO5
Method: DFT, wB97M-V/def2-TZVPD

Structure (XYZ):
```
50
Properties=species:S:1:pos:R:3:nbo_charge:R:1
O -0.855 1.712 0.780 -0.545
O 4.306 -0.757 0.356 -0.588
O 2.499 -0.172 -0.845 -0.508
O 0.852 -2.623 -2.692 -0.527
O 2.003 3.615 -0.193 -0.621
N 1.765 1.656 0.914 -0.614
C 0.765 -1.762 0.803 -0.206
C -0.107 -1.623 1.870 -0.024
C -1.917 1.311 -0.018 0.272
C 2.545 -1.383 -1.590 -0.191
C -1.487 -1.717 1.649 0.029
C 1.175 -2.059 -1.671 0.544
C 3.155 1.294 0.878 -0.338
C -1.950 -1.974 0.365 -0.210
C 0.296 -1.971 -0.493 -0.116
C 0.430 -1.366 3.245 -0.638
C -3.151 1.184 0.607 -0.202
C -4.254 0.740 -0.097 -0.230
C -2.895 0.554 -2.057 -0.192
C -0.452 1.071 -2.081 -0.643
C -4.126 0.431 -1.440 -0.222
C -0.217 2.925 0.423 -0.154
C 3.412 0.008 0.111 0.794
C -1.078 -2.097 -0.696 -0.165
C -2.449 -1.560 2.782 -0.640
C 1.299 2.775 0.322 0.659
C -1.768 0.986 -1.368 -0.063
H 2.883 -1.160 -2.607 0.223
H 3.567 1.180 1.886 0.226
H -0.407 0.318 -2.866 0.226
H -5.208 0.645 0.399 0.216
H -3.012 -2.064 0.193 0.219
H 0.077 -0.404 3.616 0.219
H 0.379 0.910 -1.400 0.230
H -1.442 -2.279 -1.695 0.233
H 3.265 -2.070 -1.125 0.239
H -2.794 0.299 -3.103 0.214
H -0.421 3.670 1.206 0.209
H 0.090 -2.132 3.940 0.222
H 3.681 2.116 0.375 0.271
H -3.225 1.438 1.653 0.215
H -0.324 2.047 -2.551 0.226
H -0.596 3.327 -0.520 0.214
H -2.305 -0.598 3.271 0.220
H -2.290 -2.337 3.530 0.222
H -4.980 0.089 -2.004 0.216
H 1.085 0.982 1.239 0.426
H 1.517 -1.360 3.242 0.218
H 1.826 -1.744 1.003 0.209
H -3.474 -1.623 2.427 0.222
```

Total energy: -1245.0254 hartree
Total charge: 0
Kohn-Sham gap: 9.2 eV
F_max: 0.73 eV Å⁻¹
Energy relative to the best compared isomer or geometry (same formula, charge and spin): 103.51 kJ/mol
E_LUMO: 0.13 eV
Highest occupied orbital energy: -9.071 eV
SMILES: Cc1ccc(C(=O)COC(=O)CNC(=O)COc2ccccc2C)cc1C

Molecular formula: C21H23NO5S
Method: DFT, wB97M-V/def2-TZVPD

Structure (XYZ):
```
51
Properties=species:S:1:pos:R:3:nbo_charge:R:1
S 3.992 -0.965 -0.989 0.216
O -3.915 -1.705 1.703 -0.480
O 6.604 -2.394 0.925 -0.584
O -3.554 -3.394 -0.228 -0.480
O 6.247 -0.200 1.104 -0.692
O 2.557 1.185 1.418 -0.648
N 1.264 0.809 -0.385 -0.432
C 0.481 -1.001 -1.791 -0.435
C 3.708 0.800 -0.618 -0.622
C -1.945 -0.425 1.062 -0.300
C -1.736 4.726 -0.466 -0.214
C 4.360 -1.558 0.701 -0.643
C -2.638 -2.391 -0.146 0.276
C -1.724 2.339 -0.723 -0.169
C -4.160 -0.824 2.770 -0.251
C -0.078 3.404 0.654 -0.202
C 5.845 -1.465 0.926 0.781
C 1.015 0.431 -1.755 -0.207
C 0.048 0.916 0.417 -0.116
C 2.454 0.957 0.222 0.676
C -0.677 -1.154 -0.845 -0.043
C -0.632 4.638 0.366 -0.206
C -0.865 -0.261 0.194 0.034
C -2.280 3.575 -1.009 -0.227
C -1.567 -2.217 -1.000 -0.285
C -2.834 -1.470 0.909 0.271
C -3.404 -4.354 -1.243 -0.250
C -0.621 2.245 0.115 -0.045
H 7.209 -0.162 1.221 0.502
H 0.177 -1.256 -2.807 0.214
H 1.919 0.506 -2.355 0.213
H 3.659 1.322 -1.570 0.240
H -4.337 0.198 2.418 0.176
H 3.809 -0.929 1.399 0.269
H -1.399 -2.906 -1.813 0.216
H -3.334 -0.821 3.489 0.176
H -3.474 -3.903 -2.239 0.174
H -2.070 0.292 1.858 0.223
H -5.060 -1.198 3.257 0.201
H 0.265 1.119 -2.162 0.209
H 1.283 -1.686 -1.502 0.230
H -2.158 1.443 -1.144 0.212
H -3.140 3.637 -1.659 0.212
H 4.561 1.157 -0.042 0.266
H 0.784 3.332 1.302 0.227
H 4.038 -2.595 0.756 0.254
H 0.378 0.927 1.463 0.263
H -4.227 -5.054 -1.108 0.202
H -2.454 -4.891 -1.154 0.175
H -0.204 5.533 0.793 0.214
H -2.171 5.688 -0.690 0.213
```

Total energy: -1643.1972 hartree
Total charge: 0
Kohn-Sham gap: 8.6 eV
F_max: 0.70 eV Å⁻¹
Energy relative to the best compared isomer or geometry (same formula, charge and spin): 0.00 kJ/mol
E_LUMO: 0.61 eV
Highest occupied orbital energy: -8.021 eV
SMILES: COc1cc2c(cc1OC)[C@H](c1ccccc1)N(C(=O)CSCC(=O)O)CC2

Molecular formula: C21H23O2S2Zn
Method: DFT, wB97M-V/def2-TZVPD

Structure (XYZ):
```
49
Properties=species:S:1:pos:R:3:nbo_charge:R:1
Zn -0.509 0.481 0.036 1.643
S 0.165 -2.271 -1.437 1.296
S -0.722 -0.794 2.871 1.271
O -1.380 -0.532 1.513 -1.101
O 0.613 -1.063 -0.606 -1.089
C 1.705 2.078 -0.147 -0.263
C -0.494 2.484 -0.713 -0.539
C -3.111 -2.097 3.176 -0.243
C 0.269 2.348 -1.895 -0.282
C -3.226 -0.394 -2.338 -0.172
C -2.510 -2.871 5.792 -0.188
C 0.112 -3.438 2.234 -0.415
C 0.425 2.303 0.409 -0.578
C -1.592 -2.125 5.071 -0.242
C 0.153 -3.684 -0.341 -0.619
C -3.891 -2.606 -1.657 -0.186
C -1.896 -0.738 -2.158 -0.303
C -1.578 -2.012 -1.692 -0.191
C -4.224 -1.326 -2.081 -0.179
C -3.724 -3.227 5.215 -0.184
C -0.691 -3.628 0.940 -0.441
C -2.564 -2.957 -1.452 -0.236
C 0.570 -2.019 2.552 -0.602
C -1.904 -1.763 3.767 -0.193
C -4.025 -2.839 3.916 -0.181
C 1.602 2.095 -1.546 -0.284
H -2.320 -3.956 -1.116 0.227
H -0.136 -4.506 -1.002 0.254
H -1.465 -2.867 0.864 0.240
H -2.283 -3.163 6.809 0.235
H -4.979 -3.106 3.476 0.229
H -0.652 -1.830 5.525 0.230
H -1.212 -4.583 1.016 0.235
H 1.008 -4.065 2.203 0.227
H 2.410 1.909 -2.240 0.228
H -4.441 -3.802 5.787 0.234
H 0.224 2.653 1.413 0.254
H -0.485 -3.811 3.065 0.234
H -3.478 0.596 -2.695 0.237
H -3.331 -1.775 2.166 0.244
H -0.116 2.425 -2.904 0.225
H -1.466 2.951 -0.634 0.252
H -4.668 -3.338 -1.478 0.234
H -5.263 -1.057 -2.222 0.236
H 2.606 1.893 0.421 0.226
H 1.197 -1.990 3.447 0.252
H 1.131 -1.558 1.734 0.262
H -1.114 -0.030 -2.413 0.249
H 1.218 -3.816 -0.133 0.256
```

Total energy: -3539.9448 hartree
Total charge: +1
Kohn-Sham gap: 8.2 eV
F_max: 0.72 eV Å⁻¹
E_LUMO: -2.61 eV
Highest occupied orbital energy: -10.825 eV

Molecular formula: C21H24BeF4N2O3
Method: DFT, wB97M-V/def2-TZVPD

Structure (XYZ):
```
55
Properties=species:S:1:pos:R:3:nbo_charge:R:1
F -0.398 -2.518 -0.920 -0.325
F 4.260 -2.319 -0.007 -0.313
F 4.589 -4.569 -1.353 -0.309
F 0.008 -4.729 -2.363 -0.312
O -2.552 5.048 -0.756 -0.474
O 0.190 1.335 -0.180 -0.922
O 0.694 -0.166 -2.166 -0.785
N 1.652 -1.092 0.221 -0.983
N 0.398 -0.618 2.913 -0.464
C -1.174 3.203 -0.502 -0.346
C -0.039 0.268 -4.358 -0.708
C 0.662 -1.705 3.842 -0.208
C 3.166 -2.897 -0.539 0.261
C -3.460 5.819 -1.526 -0.257
C -0.712 1.705 -2.363 -0.272
C -0.007 0.584 -2.892 0.604
C 3.351 -4.064 -1.257 0.348
C -1.982 3.970 -1.319 0.381
C -1.917 0.238 2.563 -0.607
C -2.186 3.606 -2.668 -0.356
C 2.409 -0.816 1.440 -0.211
C 1.060 -4.132 -1.780 0.335
C -1.552 2.503 -3.165 -0.107
C 0.863 -2.977 -1.061 0.310
C 1.613 0.028 2.438 -0.219
C -0.459 -2.738 3.838 -0.611
C -0.637 0.298 3.395 -0.212
C -0.539 2.055 -0.987 0.439
C 2.312 -4.705 -1.898 -0.376
C 1.911 -2.275 -0.432 0.093
Be 0.785 -0.016 -0.574 1.686
H -1.397 -2.302 4.184 0.199
H 2.292 0.264 3.276 0.166
H -1.709 2.227 -4.198 0.215
H -1.035 3.483 0.533 0.239
H -2.652 0.957 2.933 0.198
H 1.341 0.965 1.951 0.211
H 0.636 -0.560 -4.559 0.249
H -1.046 -0.013 -4.669 0.245
H -0.876 0.062 4.439 0.177
H -0.211 -3.581 4.486 0.207
H -2.348 -0.763 2.596 0.205
H -2.968 6.275 -2.388 0.181
H 1.585 -2.203 3.543 0.193
H 0.815 -1.321 4.865 0.158
H 2.472 -5.608 -2.465 0.245
H -0.606 -3.104 2.822 0.215
H -4.307 5.219 -1.866 0.183
H -0.260 1.326 3.385 0.185
H -3.818 6.600 -0.862 0.207
H 2.687 -1.762 1.911 0.182
H -1.685 0.476 1.529 0.210
H -2.829 4.187 -3.312 0.225
H 0.271 1.134 -4.942 0.239
H 3.337 -0.280 1.220 0.188
```

Total energy: -1564.1750 hartree
Total charge: 0
Kohn-Sham gap: 7.1 eV
F_max: 0.42 eV Å⁻¹
E_LUMO: -0.48 eV
Highest occupied orbital energy: -7.628 eV